2 unconnected molecules or ions with the total composition C3H6N3S3, computed with ωB97M-V/def2-TZVPD.

CARTESIAN COORDINATES (ANGSTROEM)
1 C 1.385 0.005 -0.283
2 C 0.635 -1.159 0.333
3 C -0.662 0.561 1.417
4 N -0.462 -0.786 1.008
5 N 0.033 1.524 0.649
6 N 1.017 1.271 -0.149
7 S -1.687 0.890 2.622
8 S 1.056 -2.802 0.293
9 S -1.208 1.184 -2.574
10 H 2.397 -0.313 -0.489
11 H -1.038 -1.509 1.232
12 H -0.032 2.531 0.924
13 H -1.272 -0.033 -2.861
14 H 2.179 -2.398 -0.315
15 H -2.343 1.035 -1.806

Its HOMO-LUMO gap is 0.266 Ha. As for the charge: +1. The relative energy (zero: lowest compared OMol25 entry of this formula, charge and spin) is 122.9 kJ/mol. As for the calculated total energy: -1476.4051 Ha.


A molecular structure, C11H7N2O6Os, computed with ωB97M-V/def2-TZVPD.

CARTESIAN COORDINATES (ANGSTROEM)
1 O -0.746 4.324 -0.203
2 C -0.590 3.267 -0.629
3 Os 0.063 -1.298 -2.563
4 C 1.384 -2.579 -1.875
5 O 2.167 -3.350 -1.506
6 C 0.056 -2.237 -4.242
7 O 0.054 -2.817 -5.249
8 C 1.216 0.135 -2.976
9 O 1.924 1.020 -3.252
10 C -1.614 -0.339 -2.856
11 O -2.591 0.248 -3.076
12 H -0.371 1.754 -1.260
13 N 0.646 1.222 4.214
14 C -0.423 0.559 3.659
15 O -1.427 0.284 4.308
16 C -0.262 0.123 2.234
17 C 0.961 0.112 1.557
18 C 1.026 -0.327 0.236
19 N -0.067 -0.759 -0.430
20 C -1.253 -0.781 0.217
21 C -1.375 -0.370 1.537
22 H 0.485 1.613 5.131
23 H 1.343 1.678 3.645
24 H 1.889 0.432 2.028
25 H 1.979 -0.334 -0.307
26 H -2.116 -1.147 -0.348
27 H -2.354 -0.434 2.007

Its HOMO-LUMO gap (spin up / spin down) is 0.189 / 0.231 Ha. The multiplicity is 5. As for the charge: +3. The relative energy (zero: lowest compared OMol25 entry of this formula, charge and spin) is 46.8 kJ/mol. As for the calculated total energy: -1073.6424 Ha.


3 unconnected molecules or ions with the total composition C27H52F3N6O6, computed with ωB97M-V/def2-TZVPD.

CARTESIAN COORDINATES (ANGSTROEM)
1 C 2.931 1.741 -1.747
2 C 4.114 1.527 -1.552
3 C 5.477 1.040 -1.419
4 C 5.839 0.758 0.044
5 C 4.885 -0.209 0.743
6 N 4.520 -1.358 -0.102
7 C 5.458 -2.104 -0.625
8 N 4.898 -3.055 -1.313
9 C 3.612 -2.940 -1.226
10 N 2.718 -3.774 -1.790
11 C 1.259 -3.738 -1.688
12 C 0.609 -3.088 -2.935
13 C -0.919 -3.191 -2.788
14 C 1.113 -1.681 -3.248
15 C 3.306 -4.818 -2.580
16 F 4.052 -5.602 -1.851
17 F 2.373 -5.562 -3.132
18 F 4.027 -4.320 -3.553
19 N 3.336 -1.842 -0.474
20 C 2.142 -1.138 -0.026
21 C 1.777 -1.566 1.429
22 C 1.978 -3.058 1.651
23 O 1.049 -3.810 1.635
24 O 3.257 -3.535 1.834
25 H 1.916 1.987 -1.909
26 H 6.135 1.842 -1.752
27 H 5.678 0.213 -2.091
28 H 6.857 0.371 0.052
29 H 5.890 1.700 0.576
30 H 5.426 -0.613 1.595
31 H 4.042 0.330 1.156
32 H 6.505 -1.933 -0.497
33 H 0.895 -3.308 -0.765
34 H 0.859 -4.744 -1.668
35 H 0.892 -3.722 -3.772
36 H -1.373 -2.247 -2.504
37 H -1.327 -3.517 -3.740
38 H -1.178 -3.982 -2.089
39 H 0.565 -0.968 -2.629
40 H 2.179 -1.533 -3.088
41 H 0.907 -1.433 -4.284
42 H 2.291 -0.066 0.014
43 H 1.307 -1.271 -0.689
44 H 0.731 -1.388 1.638
45 H 2.400 -0.999 2.114
46 H 3.575 -3.219 2.689
47 C -2.142 -2.456 1.214
48 O -2.960 -2.148 0.102
49 C -3.959 -3.139 -0.152
50 C -5.338 -2.563 0.085
51 N -5.566 -2.333 1.507
52 C -6.767 -1.552 1.803
53 C -6.773 -0.102 1.328
54 O -5.813 0.708 1.989
55 C -4.529 0.699 1.397
56 H -1.360 -1.697 1.265
57 H -2.711 -2.427 2.149
58 H -1.672 -3.438 1.103
59 H -3.797 -4.043 0.442
60 H -3.871 -3.415 -1.207
61 H -6.093 -3.259 -0.288
62 H -5.408 -1.633 -0.494
63 H -4.772 -1.838 1.890
64 H -6.886 -1.549 2.888
65 H -7.640 -2.069 1.394
66 H -7.747 0.324 1.579
67 H -6.675 -0.015 0.240
68 H -4.572 0.561 0.313
69 H -3.904 -0.077 1.848
70 H -4.053 1.658 1.607
71 C -0.075 7.668 0.027
72 O -0.488 7.134 1.273
73 C -1.856 6.739 1.300
74 C -1.967 5.238 1.464
75 N -1.524 4.546 0.257
76 C -1.383 3.105 0.416
77 C -0.304 2.601 1.373
78 O 1.022 2.875 0.944
79 C 1.534 4.140 1.347
80 H 0.946 8.026 0.143
81 H -0.090 6.904 -0.759
82 H -0.708 8.509 -0.269
83 H -2.393 7.080 0.412
84 H -2.312 7.219 2.170
85 H -3.009 4.974 1.665
86 H -1.364 4.955 2.337
87 H -0.629 4.925 -0.025
88 H -1.165 2.698 -0.576
89 H -2.347 2.689 0.720
90 H -0.385 1.508 1.403
91 H -0.459 2.944 2.401
92 H 1.124 4.461 2.307
93 H 1.342 4.901 0.588
94 H 2.616 4.044 1.446

Its HOMO-LUMO gap is 0.276 Ha. As for the charge: +1. As for the calculated total energy: -2139.1612 Ha.


A molecular structure, C49H65P2SiTeV, computed with ωB97M-V/def2-TZVPD.

CARTESIAN COORDINATES (ANGSTROEM)
1 V 0.258 -0.430 -0.398
2 C -3.098 -0.524 1.329
3 Si -1.724 0.635 0.837
4 C -2.397 1.910 -0.335
5 C -3.699 2.370 -0.107
6 C -4.229 3.401 -0.868
7 C -3.476 3.961 -1.889
8 C -2.194 3.502 -2.141
9 C -1.647 2.482 -1.364
10 P 0.037 1.856 -1.578
11 C 0.475 1.351 -3.291
12 C 0.401 -0.171 -3.385
13 C -1.019 -0.667 -3.590
14 C -1.555 -0.103 -4.901
15 C -1.580 1.417 -4.847
16 C -0.219 2.013 -4.498
17 C 1.336 3.086 -1.084
18 C 1.655 4.230 -2.076
19 C 0.784 5.472 -1.937
20 C 0.708 5.950 -0.498
21 C 0.230 4.836 0.422
22 C 1.152 3.626 0.336
23 C -0.660 1.395 2.180
24 C -1.092 2.615 2.713
25 C -0.380 3.230 3.731
26 C 0.789 2.658 4.214
27 C 1.245 1.458 3.693
28 C 0.521 0.822 2.685
29 P 0.935 -0.782 1.970
30 C 0.602 -2.235 3.032
31 C -0.845 -2.710 3.107
32 C -1.676 -1.988 4.158
33 C -1.022 -2.087 5.527
34 C 0.346 -1.431 5.481
35 C 1.244 -2.073 4.434
36 C 2.618 -1.089 1.282
37 C 2.984 -0.020 0.257
38 C 3.690 1.183 0.876
39 C 4.901 0.740 1.690
40 C 4.527 -0.268 2.766
41 C 3.817 -1.472 2.167
42 H -3.502 -0.140 2.265
43 H -2.823 -1.558 1.495
44 H -3.874 -0.499 0.565
45 H -4.312 1.931 0.664
46 H -5.230 3.755 -0.677
47 H -3.894 4.747 -2.500
48 H -1.639 3.931 -2.958
49 H 1.544 1.627 -3.307
50 H 0.891 -0.652 -2.498
51 H 1.032 -0.498 -4.216
52 H -1.665 -0.326 -2.761
53 H -1.058 -1.759 -3.592
54 H -2.550 -0.492 -5.106
55 H -0.915 -0.443 -5.719
56 H -2.335 1.718 -4.115
57 H -1.902 1.829 -5.803
58 H -0.285 3.093 -4.376
59 H 0.457 1.856 -5.346
60 H 2.230 2.442 -1.091
61 H 1.678 3.871 -3.104
62 H 2.688 4.520 -1.855
63 H -0.223 5.287 -2.306
64 H 1.194 6.254 -2.578
65 H 0.055 6.818 -0.421
66 H 1.698 6.281 -0.177
67 H -0.800 4.554 0.170
68 H 0.208 5.185 1.456
69 H 0.814 2.837 1.014
70 H 2.142 3.923 0.687
71 H -1.976 3.101 2.330
72 H -0.731 4.163 4.144
73 H 1.344 3.147 5.002
74 H 2.153 1.022 4.080
75 H 1.176 -3.008 2.489
76 H -0.815 -3.773 3.363
77 H -1.308 -2.667 2.113
78 H -2.682 -2.410 4.166
79 H -1.782 -0.928 3.901
80 H -0.928 -3.136 5.815
81 H -1.646 -1.613 6.283
82 H 0.849 -1.501 6.445
83 H 0.216 -0.362 5.280
84 H 1.496 -3.086 4.763
85 H 2.196 -1.541 4.375
86 H 2.366 -2.009 0.716
87 H 2.077 0.336 -0.299
88 H 3.622 -0.478 -0.504
89 H 2.997 1.736 1.518
90 H 4.000 1.868 0.085
91 H 5.370 1.616 2.138
92 H 5.650 0.299 1.027
93 H 3.906 0.207 3.532
94 H 5.422 -0.610 3.286
95 H 3.527 -2.204 2.921
96 H 4.519 -1.993 1.507
97 Te 0.182 -3.110 -0.767
98 C 0.748 -4.127 -2.512
99 C 0.350 -3.741 -3.786
100 C 0.725 -4.532 -4.861
101 C 1.477 -5.679 -4.658
102 C 1.863 -6.052 -3.382
103 C 1.501 -5.276 -2.288
104 C -1.814 -3.667 -0.443
105 C -2.032 -4.794 0.345
106 C -3.336 -5.230 0.542
107 C -4.395 -4.544 -0.031
108 C -4.167 -3.421 -0.811
109 C -2.869 -2.977 -1.029
110 H -0.241 -2.857 -3.947
111 H 0.427 -4.253 -5.860
112 H 1.765 -6.286 -5.502
113 H 2.450 -6.947 -3.230
114 H 1.815 -5.567 -1.296
115 H -1.212 -5.333 0.799
116 H -3.521 -6.111 1.138
117 H -5.404 -4.893 0.123
118 H -4.997 -2.899 -1.263
119 H -2.697 -2.116 -1.666

Its HOMO-LUMO gap (spin up / spin down) is 0.223 / 0.265 Ha. The multiplicity is 2. As for the charge: +3. As for the calculated total energy: -4089.4382 Ha.


charge of number 4 (C49H65P2SiTeV)? +3